1.
{"formula": "C2H4ClN3O3", "method": "ωB97M-V/def2-TZVPD", "smiles": "NN/C(O)=C(\\Cl)[N+](=O)[O-]", "lumo_energy_ev": -0.15, "multiplicity": 1, "de_lowest_ev": 2.7057, "elements": ["N", "N", "C", "O", "C", "Cl", "N", "O", "O", "H", "H", "H", "H"], "positions_angstrom": [[2.33455, 1.17950, 0.06701], [1.48416, 0.02076, -0.03405], [0.21007, -0.47607, -0.02546], [0.17150, -1.82892, 0.08686], [-0.96250, 0.15023, -0.09760], [-0.98145, 1.91592, 0.00601], [-2.28828, -0.40655, -0.11654], [-3.20785, 0.36740, -0.22887], [-2.34889, -1.64001, -0.06728], [2.27245, 1.59123, 1.08658], [2.04005, 1.99730, -0.51571], [2.05977, -0.71341, -0.14824], [-0.78358, -2.15739, -0.01271]], "lowdin_charge": [0.025, -0.006, -0.368, 0.082, -0.504, 0.689, -0.398, 0.048, 0.034, 0.129, 0.080, 0.084, 0.105]}

2.
{"formula": "C9H21IMnNO2P2", "method": "ωB97M-V/def2-TZVPD", "lumo_energy_ev": [-9.97, -11.49], "total_charge": 2, "multiplicity": 5, "s_squared": 6.458, "elements": ["C", "I", "H", "H", "H", "Mn", "P", "C", "C", "H", "H", "H", "H", "H", "H", "C", "H", "H", "H", "P", "C", "C", "H", "H", "H", "C", "H", "H", "H", "H", "H", "H", "C", "O", "O", "C", "N"], "positions_angstrom": [[0.54044, -0.10631, -1.78442], [-3.23452, -0.85361, -0.79011], [1.52717, 0.04794, -1.32756], [0.28025, 0.71298, -2.46379], [0.46069, -1.05594, -2.32771], [-0.80373, -0.13137, -0.40971], [-0.02092, 2.42075, -0.27899], [-1.43447, 3.50195, -0.70075], [0.48323, 3.03654, 1.37440], [0.78723, 4.08727, 1.29881], [1.57897, 4.11907, -0.92054], [1.33172, 2.44530, 1.74062], [2.22221, 2.47903, -1.23768], [-2.26851, 3.29815, -0.01723], [-0.34355, 2.93948, 2.08847], [1.33226, 3.11859, -1.30336], [-1.13774, 4.55577, -0.62707], [1.02096, 3.19015, -2.35304], [-1.75244, 3.28135, -1.72765], [0.07825, -2.53770, -0.03231], [-1.30193, -3.74351, -0.03789], [1.34018, -3.24482, -1.17401], [1.74452, -2.22922, 1.69748], [1.27461, -3.94542, 1.57973], [0.19129, -2.76377, 2.38116], [0.90055, -2.91504, 1.56041], [2.21606, -2.58039, -1.17395], [1.65175, -4.24540, -0.83027], [-0.92216, -4.75411, 0.16355], [-1.81710, -3.70643, -1.00530], [0.92305, -3.30018, -2.18859], [-2.01163, -3.44266, 0.74211], [-2.17505, 0.94145, 0.71484], [-2.68054, 1.36412, 1.67983], [0.01931, 0.11420, 3.75240], [0.00277, 0.00256, 2.56679], [-0.00321, -0.10078, 1.37128]], "lowdin_charge": [-0.212, 1.027, 0.049, 0.025, 0.014, 0.095, 0.874, -0.228, -0.210, 0.075, 0.074, 0.064, 0.061, 0.039, 0.058, -0.213, 0.079, 0.066, 0.066, 0.887, -0.265, -0.213, 0.066, 0.079, 0.061, -0.222, 0.067, 0.082, 0.081, 0.037, 0.062, 0.042, -0.418, 0.167, 0.178, -0.443, -0.051]}

3.
{"formula": "C5H14P2S", "method": "ωB97M-V/def2-TZVPD", "smiles": "C=P(C)(C)SP(C)C", "lumo_energy_ev": 0.73, "multiplicity": 1, "de_lowest_ev": 0.0000, "elements": ["C", "P", "C", "C", "S", "P", "C", "C", "H", "H", "H", "H", "H", "H", "H", "H", "H", "H", "H", "H", "H", "H"], "positions_angstrom": [[-0.38264, 2.57439, 0.34841], [-0.63273, 1.25740, -0.71723], [-2.08789, 0.35719, -0.08777], [-1.11931, 1.54207, -2.42183], [0.63445, -0.49212, -1.00295], [1.38497, -0.61639, 1.02160], [2.91152, -1.61688, 0.86424], [0.23044, -1.86868, 1.62261], [0.24114, 2.27368, 1.12965], [0.08525, 3.44928, -0.30742], [-2.94157, 1.02234, 0.34461], [-1.79720, -0.34787, 0.64824], [-2.39358, -0.26645, -0.96226], [-1.96112, 2.13856, -2.51167], [-1.36701, 0.51092, -2.77346], [-0.28826, 1.86416, -2.93313], [2.82913, -2.25985, 0.02771], [3.78301, -0.94339, 0.74681], [3.13329, -2.06537, 1.80325], [-0.14263, -2.64240, 0.88656], [0.59655, -2.39081, 2.52659], [-0.71581, -1.47978, 1.74742]], "lowdin_charge": [-0.314, 0.410, -0.274, -0.243, 0.305, 0.569, -0.353, -0.401, -0.089, 0.021, 0.094, -0.024, 0.044, 0.036, 0.055, 0.015, 0.012, 0.042, 0.022, 0.062, 0.050, -0.039]}

Max |F| list, top to bottom, in eV Å⁻¹: 3.95, 5.64, 4.47